[1]
The following is a DFT calculation (the ωB97M-V functional and the def2-TZVPD basis) of a structure of composition C27H40NPbS4Si.

XYZ file:
```
74
C27H40NPbS4Si | the Open Molecules 2025 dataset | the ωB97M-V functional and the def2-TZVPD basis
Pb 0.113 1.335 0.806
C -3.796 1.129 2.083
C -3.673 0.140 0.930
S -2.058 -0.623 0.597
C -1.860 -1.850 1.915
C -1.764 -1.385 3.362
S -0.439 -0.168 3.615
C -1.190 0.818 4.941
C -0.398 2.095 5.200
S -0.142 3.187 3.786
C -1.662 4.166 3.684
C -2.980 3.473 3.357
S -3.010 2.714 1.704
H -3.325 0.731 2.976
H -4.856 1.273 2.296
H -3.946 0.612 -0.016
H -4.381 -0.678 1.076
H -0.950 -2.371 1.619
H -2.675 -2.570 1.820
H -1.577 -2.264 3.981
H -2.703 -0.956 3.705
H -1.218 0.224 5.857
H -2.217 1.048 4.665
H 0.610 1.846 5.535
H -0.864 2.647 6.019
H -1.429 4.898 2.907
H -1.783 4.731 4.610
H -3.774 4.219 3.419
H -3.218 2.705 4.092
C 1.706 -0.363 0.765
Si 1.933 -0.999 -0.962
C 1.677 0.512 -2.091
N 0.551 1.398 -1.736
C 0.789 2.827 -2.105
C -0.247 3.383 -3.074
C -0.403 2.425 -4.249
C -0.905 1.051 -3.764
C -0.744 0.910 -2.251
C 0.671 -2.359 -1.297
C 0.452 -3.365 -0.355
C -0.429 -4.409 -0.598
C -1.109 -4.476 -1.806
C -0.882 -3.506 -2.772
C 0.003 -2.468 -2.519
C 3.631 -1.665 -1.380
C 3.921 -2.064 -2.688
C 5.170 -2.562 -3.023
C 6.154 -2.676 -2.050
C 5.883 -2.291 -0.746
C 4.632 -1.789 -0.417
H 2.580 0.168 1.159
H 1.446 -1.142 1.485
H 1.667 0.258 -3.160
H 2.598 1.087 -1.948
H 1.768 2.893 -2.581
H 0.835 3.438 -1.196
H 0.089 4.364 -3.412
H -1.206 3.545 -2.573
H 0.572 2.315 -4.732
H -1.074 2.837 -5.001
H -0.373 0.249 -4.278
H -1.961 0.914 -4.004
H -0.864 -0.130 -1.948
H -1.535 1.480 -1.752
H 1.004 -3.353 0.582
H -0.573 -5.182 0.148
H -1.794 -5.290 -2.001
H -1.389 -3.563 -3.728
H 0.170 -1.729 -3.296
H 3.161 -1.997 -3.460
H 5.377 -2.866 -4.041
H 7.129 -3.068 -2.308
H 6.647 -2.382 0.016
H 4.433 -1.490 0.606
```

Computed properties:
* strongest force on any atom: 0.28 eV Å⁻¹
* lowest unoccupied orbital energy: -2.4 eV
* total charge: +1
* frontier orbital gap: 8.1 eV
* E: -86600.30617 eV
* highest occupied orbital energy: -10.49 eV

Löwdin population analysis, charges in e, atoms 1 to 5:
1 Pb 1.13
2 C -0.53
3 C -0.49
4 S 0.81
5 C -0.49

[2]
The following is a DFT calculation (the ωB97M-V functional and the def2-TZVPD basis) of a structure of composition C25H52BrIN3O2P2S2.

XYZ file:
```
88
C25H52BrIN3O2P2S2 | the Open Molecules 2025 dataset | the ωB97M-V functional and the def2-TZVPD basis
C 5.627 -1.637 3.227
C 5.939 -2.993 2.472
C 5.899 -2.877 0.896
C 5.174 -4.116 0.193
C 3.838 -3.616 -0.476
C 3.216 -4.671 -1.481
C 1.681 -4.280 -1.704
C 0.775 -4.841 -0.525
C 0.215 -3.715 0.463
C -1.360 -3.783 0.437
C -2.127 -2.740 -0.476
C -1.274 -1.872 -1.445
N -0.723 -0.603 -0.950
C -0.069 0.373 -1.715
N 0.307 0.508 -2.972
S 0.035 -0.789 -4.081
I 1.207 2.186 -3.803
N 0.155 1.443 -0.770
C 1.528 1.742 -0.361
C 2.561 0.573 -0.436
C 4.005 1.253 -0.372
Br 2.382 -0.483 1.221
C -0.956 1.506 0.237
C -0.674 1.217 1.755
C -1.936 1.577 2.675
P -1.703 3.237 0.015
C -1.479 3.813 -1.765
O -0.626 4.271 0.863
C -1.774 0.227 -0.261
P -3.430 0.484 -1.126
S -4.722 1.477 -0.046
H 4.560 -1.668 3.575
H 5.697 -0.756 2.546
H 6.248 -1.498 4.147
H 5.188 -3.744 2.825
H 6.971 -3.297 2.762
H 5.485 -1.897 0.547
H 6.967 -2.896 0.547
H 5.839 -4.569 -0.574
H 4.884 -4.807 1.018
H 3.084 -3.504 0.347
H 3.949 -2.646 -1.027
H 3.302 -5.683 -1.018
H 3.790 -4.641 -2.436
H 1.648 -3.157 -1.740
H 1.408 -4.718 -2.692
H 1.435 -5.525 0.062
H -0.049 -5.422 -0.996
H 0.666 -2.711 0.297
H 0.532 -4.036 1.491
H -1.677 -4.819 0.156
H -1.732 -3.651 1.490
H -2.802 -3.355 -1.130
H -2.830 -2.173 0.183
H -1.919 -1.651 -2.344
H -0.441 -2.497 -1.863
H 1.038 -1.723 -3.929
H 1.616 2.177 0.665
H 1.924 2.561 -1.027
H 2.556 -0.019 -1.379
H 4.011 2.200 -0.968
H 4.145 1.538 0.703
H 4.819 0.551 -0.650
H -0.358 0.157 1.945
H 0.161 1.833 2.185
H -2.865 1.177 2.210
H -1.766 1.042 3.636
H -1.943 2.681 2.792
H -0.392 3.966 -1.950
H -2.010 4.785 -1.906
H -1.953 3.038 -2.411
H -0.731 4.147 1.813
H -2.051 -0.287 0.685
H -3.273 0.999 -2.459
H -3.980 -0.831 -1.304
C -5.418 4.903 0.637
C -6.693 4.833 -0.182
C -7.493 5.993 0.385
O -6.544 6.978 0.811
C -5.234 6.400 0.804
H -4.564 4.419 0.164
H -5.578 4.435 1.614
H -6.466 5.014 -1.237
H -7.214 3.878 -0.105
H -8.075 5.684 1.259
H -8.172 6.432 -0.347
H -4.682 6.828 -0.041
H -4.713 6.661 1.727
```

Computed properties:
* strongest force on any atom: 4.73 eV Å⁻¹
* lowest unoccupied orbital energy: -5.0 eV
* total charge: +1
* frontier orbital gap: 5.3 eV
* E: -153714.07250 eV
* highest occupied orbital energy: -10.36 eV

Löwdin population analysis, charges in e, atoms 1 to 5:
1 C -0.13
2 C -0.24
3 C -0.20
4 C -0.18
5 C -0.23

[3]
The following is a DFT calculation (the ωB97M-V functional and the def2-TZVPD basis) of a structure of composition C21H35BrF7N3O6RuS2Si.

XYZ file:
```
77
C21H35BrF7N3O6RuS2Si | the Open Molecules 2025 dataset | the ωB97M-V functional and the def2-TZVPD basis
Ru 0.014 -0.354 -0.619
F 1.562 1.103 2.008
C 1.304 2.421 2.058
F 2.441 3.057 2.248
F 0.486 2.662 3.068
S 0.530 2.950 0.417
O 0.835 1.809 -0.451
O 1.077 4.206 0.079
N -1.031 3.000 0.717
S -1.726 1.615 0.601
O -1.947 1.111 -0.749
O -1.135 0.577 1.433
C -3.427 1.913 1.273
F -4.144 2.579 0.388
F -3.381 2.561 2.416
F -3.956 0.703 1.456
C 3.521 -3.747 -1.510
C 2.162 -4.456 -1.465
C 1.189 -3.676 -2.358
C 2.312 -5.885 -2.012
Si 1.533 -4.613 0.352
Br 0.762 -2.056 0.936
C -0.143 -5.529 0.637
C -1.046 -5.375 -0.597
C -0.916 -5.005 1.863
C 0.166 -7.022 0.838
C 2.862 -4.765 1.750
C 2.144 -4.855 3.105
C 3.814 -3.562 1.790
C 3.660 -6.049 1.486
H 3.825 -3.638 -2.554
H 4.299 -4.319 -1.003
H 3.468 -2.746 -1.080
H 1.615 -3.618 -3.363
H 1.056 -2.654 -2.016
H 0.213 -4.152 -2.438
H 2.722 -5.832 -3.023
H 1.355 -6.406 -2.071
H 2.993 -6.489 -1.408
H -1.262 -4.328 -0.807
H -1.992 -5.887 -0.402
H -0.607 -5.829 -1.485
H -0.988 -3.917 1.870
H -0.458 -5.317 2.800
H -1.930 -5.414 1.839
H 0.675 -7.456 -0.027
H -0.776 -7.556 0.976
H 0.781 -7.198 1.722
H 1.490 -3.996 3.264
H 2.893 -4.857 3.901
H 1.566 -5.774 3.202
H 3.272 -2.625 1.925
H 4.434 -3.487 0.900
H 4.484 -3.684 2.644
H 3.024 -6.937 1.465
H 4.387 -6.179 2.292
H 4.215 -6.001 0.548
O -4.683 -5.002 2.376
C -5.593 -4.228 1.620
N -4.798 -3.354 0.796
C -4.931 -3.312 -0.553
O -5.790 -3.911 -1.169
C -3.921 -2.486 -1.302
C -4.227 -2.093 -2.603
C -3.279 -1.423 -3.356
C -2.037 -1.176 -2.794
N -1.745 -1.568 -1.551
C -2.664 -2.190 -0.812
H -5.173 -5.555 2.993
H -6.243 -3.640 2.276
H -6.205 -4.831 0.952
H -4.108 -2.805 1.281
H -5.201 -2.342 -3.003
H -3.489 -1.106 -4.367
H -1.251 -0.677 -3.350
H -2.354 -2.492 0.182
F 1.079 -0.294 -2.316
```

Computed properties:
* strongest force on any atom: 2.33 eV Å⁻¹
* spin multiplicity: 6
* energy relative to the best compared isomer or geometry (same formula, charge and spin): 19.9 kcal per mole
* lowest unoccupied orbital energy (spin up / spin down): -3.0 / -5.8 eV
* <S²>: 8.758
* total charge: +1
* frontier orbital gap (spin up / spin down): 9.8 / 7.0 eV
* E: -160288.12032 eV
* highest occupied orbital energy (spin up / spin down): -12.79 / -12.79 eV

Löwdin population analysis, charges in e, atoms 1 to 5:
1 Ru 1.38
2 F 0.08
3 C -0.66
4 F 0.18
5 F 0.16

[4]
The following is a DFT calculation (the ωB97M-V functional and the def2-TZVPD basis) of a cluster of 2 separate species, C3H8NO2 in total.

XYZ file:
```
14
C3H8NO2 | the Open Molecules 2025 dataset | the ωB97M-V functional and the def2-TZVPD basis
C 0.138 0.152 0.579
C 0.805 -0.120 -0.783
C -2.396 0.189 1.111
N 2.221 0.036 -0.512
O 0.831 0.517 1.529
O -3.067 -0.859 0.733
H 0.575 0.516 -1.528
H 0.595 -1.105 -1.009
H -2.029 0.402 2.115
H -2.344 1.046 0.577
H 2.743 0.266 -1.326
H 2.662 -0.767 -0.118
H 1.896 0.660 1.230
H -3.459 -0.777 -0.172
```

Computed properties:
* strongest force on any atom: 5.34 eV Å⁻¹
* energy relative to the best compared isomer or geometry (same formula, charge and spin): 123.6 kcal per mole
* lowest unoccupied orbital energy (spin up / spin down): -4.7 / -4.7 eV
* total charge: +1
* frontier orbital gap (spin up / spin down): 8.8 / 8.8 eV
* E: -8814.59363 eV
* highest occupied orbital energy (spin up / spin down): -13.45 / -13.45 eV

Löwdin population analysis, charges in e, atoms 1 to 5:
1 C -0.06
2 C -0.18
3 C 0.08
4 N 0.01
5 O 0.09

[5]
The following is a DFT calculation (the ωB97M-V functional and the def2-TZVPD basis) of a cluster of 9 separate species, C42H70O12S4 in total.

XYZ file:
```
128
C42H70O12S4 | the Open Molecules 2025 dataset | the ωB97M-V functional and the def2-TZVPD basis
C 10.898 -0.074 17.978
C 9.774 0.902 18.522
O 8.500 0.242 18.336
S 7.771 0.505 16.877
C 6.992 2.125 17.261
O 8.779 0.763 15.821
O 6.754 -0.555 16.653
H 10.900 -0.382 16.932
H 10.848 -0.978 18.584
H 11.896 0.347 18.097
H 9.979 0.950 19.591
H 9.891 1.872 18.038
H 6.446 2.397 16.357
H 7.761 2.887 17.389
H 6.347 1.991 18.129
C 14.274 -5.569 18.389
C 13.820 -4.096 18.499
O 14.507 -3.215 17.524
S 15.834 -2.408 18.125
C 14.974 -0.998 18.911
O 16.452 -3.198 19.211
O 16.621 -1.925 16.976
H 14.074 -5.807 17.344
H 13.798 -6.276 19.068
H 15.356 -5.701 18.416
H 12.785 -3.972 18.180
H 13.841 -3.834 19.557
H 15.662 -0.204 19.201
H 14.347 -1.406 19.704
H 14.296 -0.552 18.184
C 19.893 -1.145 17.119
C 19.431 0.285 17.463
O 19.732 0.459 18.798
S 18.733 1.463 19.729
C 19.662 3.015 19.396
O 17.418 1.670 19.055
O 18.816 1.082 21.124
H 20.977 -1.142 17.230
H 19.537 -1.451 16.135
H 19.389 -1.795 17.834
H 19.955 0.985 16.812
H 18.371 0.378 17.228
H 19.661 3.233 18.328
H 20.634 2.899 19.875
H 19.157 3.875 19.835
C 11.253 5.114 19.160
C 11.486 4.228 20.364
O 11.665 2.879 20.045
S 13.010 2.117 20.645
C 14.367 2.847 19.604
O 13.202 2.570 22.010
O 12.986 0.691 20.301
H 10.919 6.109 19.456
H 10.458 4.771 18.497
H 12.115 5.158 18.494
H 12.173 4.728 21.048
H 10.565 4.146 20.941
H 14.291 3.934 19.608
H 14.151 2.464 18.606
H 15.279 2.407 20.007
C 16.705 0.318 25.142
C 16.801 -0.166 23.860
C 15.669 -0.134 23.084
C 14.481 0.364 23.627
C 14.404 0.742 24.956
C 15.537 0.699 25.727
H 17.623 0.406 25.704
H 17.720 -0.479 23.386
H 15.775 -0.344 22.030
H 13.594 0.322 23.012
H 13.439 1.082 25.301
H 15.435 0.971 26.767
C 10.462 -3.918 15.776
C 10.571 -5.086 16.515
C 9.942 -5.229 17.744
C 9.250 -4.149 18.274
C 9.104 -3.002 17.514
C 9.694 -2.913 16.259
H 10.838 -3.865 14.765
H 11.116 -5.904 16.069
H 10.004 -6.193 18.229
H 8.842 -4.357 19.251
H 8.384 -2.312 17.928
H 9.517 -1.982 15.740
C 18.029 -5.254 22.425
C 16.859 -4.636 21.954
C 16.205 -3.676 22.667
C 16.779 -3.345 23.955
C 18.089 -3.771 24.341
C 18.651 -4.810 23.579
H 18.480 -6.097 21.924
H 16.476 -5.008 21.016
H 15.282 -3.231 22.327
H 16.211 -2.641 24.546
H 18.504 -3.405 25.269
H 19.604 -5.216 23.884
C 14.572 -4.806 14.448
C 15.775 -5.503 14.433
C 16.089 -6.322 13.333
C 15.339 -6.219 12.173
C 14.156 -5.480 12.160
C 13.791 -4.853 13.326
H 14.266 -4.177 15.270
H 16.361 -5.468 15.340
H 16.975 -6.937 13.392
H 15.559 -6.748 11.257
H 13.677 -5.399 11.195
H 12.907 -4.237 13.407
C 18.540 -6.395 18.560
C 18.828 -5.186 17.629
C 20.084 -5.480 16.707
C 20.192 -4.403 15.566
C 21.510 -4.628 14.805
C 21.574 -3.555 13.772
H 17.652 -6.232 19.170
H 19.425 -6.482 19.190
H 18.336 -7.325 18.029
H 17.983 -5.003 16.966
H 18.906 -4.287 18.241
H 19.954 -6.468 16.265
H 21.048 -5.487 17.215
H 19.343 -4.403 14.883
H 20.254 -3.476 16.137
H 22.455 -4.576 15.345
H 21.542 -5.546 14.217
H 21.832 -2.620 14.269
H 22.425 -3.746 13.119
H 20.705 -3.527 13.114
```

Computed properties:
* strongest force on any atom: 4.16 eV Å⁻¹
* SMILES: CCOS(C)(=O)=O.CCOS(C)(=O)=O.CCOS(C)(=O)=O.CCOS(C)(=O)=O.c1ccccc1.c1ccccc1.c1ccccc1.c1ccccc1.CCCCCC
* energy relative to the best compared isomer or geometry (same formula, charge and spin): 80.9 kcal per mole
* lowest unoccupied orbital energy: 0.1 eV
* total charge: 0
* frontier orbital gap: 8.6 eV
* E: -112595.44694 eV
* highest occupied orbital energy: -8.50 eV

Löwdin population analysis, charges in e, atoms 1 to 5:
1 C -0.06
2 C -0.23
3 O -0.28
4 S 0.69
5 C -0.10

[6]
The following is a DFT calculation (the ωB97M-V functional and the def2-TZVPD basis) of a cluster of 3 separate species, C2H10NO3 in total.

XYZ file:
```
16
C2H10NO3 | the Open Molecules 2025 dataset | the ωB97M-V functional and the def2-TZVPD basis
C 0.503 -0.836 1.583
N 1.393 0.145 0.915
C 1.284 0.009 -0.527
O 0.058 0.126 -1.113
H 0.270 -0.613 2.622
H 1.106 -1.765 1.707
H -0.356 -1.109 0.973
H 0.995 1.025 1.257
H 1.790 -0.902 -0.828
H 1.869 0.896 -0.892
H -0.806 2.497 -0.467
H -0.722 1.340 -1.230
O -1.044 2.305 -1.387
H -1.442 -1.193 -1.211
H -2.584 -0.523 -0.561
O -2.313 -1.401 -0.840
```

Computed properties:
* strongest force on any atom: 2.61 eV Å⁻¹
* spin multiplicity: 2
* energy relative to the best compared isomer or geometry (same formula, charge and spin): 16.3 kcal per mole
* lowest unoccupied orbital energy (spin up / spin down): 0.6 / -3.3 eV
* <S²>: 0.754
* total charge: 0
* frontier orbital gap (spin up / spin down): 10.9 / 7.0 eV
* E: -9865.55119 eV
* highest occupied orbital energy (spin up / spin down): -10.33 / -10.27 eV

Löwdin population analysis, charges in e, atoms 1 to 5:
1 C -0.11
2 N -0.09
3 C -0.31
4 O -0.01
5 H 0.08

[7]
The following is a DFT calculation (the ωB97M-V functional and the def2-TZVPD basis) of a cluster of 2 separate species, C3H6FNO3 in total.

XYZ file:
```
14
C3H6FNO3 | the Open Molecules 2025 dataset | the ωB97M-V functional and the def2-TZVPD basis
C -0.989 -1.317 1.211
C 1.208 0.389 -0.031
C -0.147 -0.026 -0.455
N -1.043 1.114 -0.511
O -0.857 2.002 0.320
O -1.902 1.111 -1.390
O 1.908 1.013 -1.051
F -0.244 -0.817 -1.511
H -1.140 -2.210 0.724
H -1.772 -0.764 1.567
H -0.014 -1.356 1.633
H 1.913 -0.503 0.392
H 1.207 1.070 0.755
H 1.872 0.294 -1.654
```

Computed properties:
* strongest force on any atom: 5.37 eV Å⁻¹
* energy relative to the best compared isomer or geometry (same formula, charge and spin): 131.9 kcal per mole
* lowest unoccupied orbital energy: -1.0 eV
* total charge: 0
* frontier orbital gap: 9.2 eV
* E: -13552.01591 eV
* highest occupied orbital energy: -10.16 eV

Löwdin population analysis, charges in e, atoms 1 to 5:
1 C 0.20
2 C -0.25
3 C -0.27
4 N -0.34
5 O 0.07